# 1
Density functional theory data (ωB97M-V/def2-TZVPD) for a cluster of 3 separate species, C2H8O4 in total at a distorted geometry.

Last column: Mulliken charge in e.
Element x y z (Å)
C -0.05743 -1.80074 -1.50828  -0.7235
C -0.24180 -0.50102 -0.65786  0.4417
O 0.68750 0.26858 -0.34151  -0.5070
O -1.64152 -0.28130 -0.49231  -0.3902
H -0.58833 -1.27536 -2.49553  0.2245
H -0.60384 -2.64203 -0.96899  0.2541
H 0.98338 -2.03084 -1.71957  0.2932
H -1.44313 -0.23365 0.42963  0.3902
O -1.92820 1.15111 1.64397  -0.6021
H -1.43556 1.89978 1.24623  0.3091
H -2.32912 1.57532 2.38654  0.2826
O 3.15862 1.50208 0.97106  -0.6258
H 2.48111 1.73436 0.24084  0.3551
H 2.95833 0.63369 1.26576  0.2982

Cartesian forces, eV/Å:
C -1.780 2.394 -0.444
C 2.299 0.152 -2.128
O -3.514 -2.049 -0.324
O 3.419 -0.570 -0.779
H 1.091 -2.329 2.153
H 0.441 1.095 -1.367
H -0.098 0.087 0.068
H -1.891 1.063 2.435
O 0.829 0.862 -0.624
H -0.223 -0.798 0.006
H -0.572 0.105 0.991
O -1.048 2.123 -2.077
H 1.595 -0.985 1.956
H -0.549 -1.151 0.135

Summary:
HOMO: -10.7234 eV
Lowest unoccupied orbital energy: 0.42 eV
HOMO-LUMO gap: 0.410 Ha

# 2
Density functional theory data (ωB97M-V/def2-TZVPD) for an isolated molecule of C5H10O.

Last column: Mulliken charge in e.
Element x y z (Å)
C 2.59261 0.22748 0.04574  -1.2107
C 1.24256 -0.09573 0.65409  -0.1866
O 0.25246 0.07445 -0.34324  -0.3493
C -0.95821 -0.52108 -0.00954  -0.0031
C -1.90431 0.17583 0.92576  -0.5095
C -2.19068 0.11008 -0.55575  -0.6032
H 3.38872 0.09803 0.78641  0.3742
H 2.61622 1.25851 -0.31847  0.2972
H 2.79153 -0.43516 -0.80128  0.2972
H 1.22854 -1.13373 1.02250  0.3115
H 1.03044 0.55851 1.51408  0.2644
H -0.91803 -1.61204 0.03658  0.3867
H -2.50270 -0.42747 1.60269  0.2298
H -1.59190 1.13668 1.32400  0.2452
H -2.99162 -0.53203 -0.91081  0.2351
H -2.05009 1.02295 -1.12599  0.2211

Cartesian forces, eV/Å:
C 0.019 0.013 -0.020
C 0.194 -0.058 0.171
O -0.037 0.050 -0.054
C -0.174 -0.177 -0.010
C -0.011 0.069 0.203
C -0.077 -0.005 -0.175
H -0.121 0.035 -0.097
H -0.011 -0.109 0.069
H -0.011 0.067 0.109
H -0.006 0.119 -0.068
H -0.006 -0.092 -0.116
H -0.001 0.170 0.007
H 0.103 0.095 -0.118
H -0.017 -0.138 -0.082
H 0.149 0.093 0.082
H 0.008 -0.131 0.099

Summary:
HOMO: -9.5616 eV
Lowest unoccupied orbital energy: 1.23 eV
HOMO-LUMO gap: 0.396 Ha

# 3
Density functional theory data (ωB97M-V/def2-TZVPD) for a cluster of 6 separate species, H12O5S in total at a distorted geometry.

Last column: Mulliken charge in e.
Element x y z (Å)
O -1.91980 0.79031 0.73624  -0.6492
H -2.54580 0.95510 1.45605  0.2814
H -1.67859 -0.15740 0.71627  0.3822
O 0.14797 2.14596 -0.08206  -0.7333
H -0.62686 1.61424 0.22249  0.3902
H 0.38535 1.75900 -0.96224  0.4093
O -0.73602 -1.53313 1.33454  -0.6994
H -0.73399 -2.19631 2.04944  0.2805
H 0.03836 -0.99587 1.65693  0.2707
O 0.90382 0.57799 -2.05705  -0.6591
H 1.10378 0.83449 -2.96532  0.2965
H 0.37494 -0.23778 -1.97418  0.3842
O -0.35002 -1.82173 -1.41925  -0.6758
H -0.50283 -1.59568 -0.48465  0.3969
H 0.18304 -2.62769 -1.40744  0.3189
S 2.24633 0.42518 1.48826  -0.4170
H 2.51417 0.68716 0.22304  0.1654
H 1.19615 1.37616 1.46891  0.2576

Cartesian forces, eV/Å:
O -0.582 -0.339 -0.010
H 0.308 -0.317 -0.281
H -0.595 0.561 0.566
O -0.251 -0.119 -0.310
H 0.494 0.787 -0.339
H -0.134 0.274 0.911
O 1.461 -0.034 1.583
H -0.536 -0.038 -0.640
H -0.507 -0.085 -0.853
O 0.465 0.308 -0.121
H -0.372 -0.541 0.146
H 0.198 -0.087 -0.575
O -0.014 0.063 -0.046
H 0.121 -0.486 -0.169
H -0.101 0.267 0.049
S -1.118 0.677 0.864
H -0.013 -0.002 -0.570
H 1.176 -0.887 -0.204

Summary:
HOMO: -9.3666 eV
Lowest unoccupied orbital energy: 0.14 eV
HOMO-LUMO gap: 0.349 Ha

# 4
Density functional theory data (ωB97M-V/def2-TZVPD) for a structure of composition C14H36CuO14S4 at a distorted geometry.

Last column: Mulliken charge in e.
Element x y z (Å)
Cu -0.53268 0.09945 -1.47255  1.0272
O -1.60797 -1.55322 -2.14294  -0.5328
C -2.00110 -1.17325 -3.43558  -0.5881
C -2.14997 0.30364 -3.75922  -0.3738
O -1.31491 1.16271 -3.03896  -0.6871
H -2.86534 -1.76382 -3.78213  0.3392
H -1.21194 -1.59319 -4.09531  0.2522
H -3.20006 0.55627 -3.49056  0.2060
H -2.12133 0.53266 -4.83395  0.3397
O 3.35708 0.19198 -3.98929  -0.7014
S 2.38072 0.77792 -3.13136  1.0407
O 1.38010 0.01949 -2.46191  -0.7022
O 3.17560 1.55075 -1.97487  -0.2281
C 4.33788 2.28267 -2.33173  -0.2908
C 4.78221 3.08733 -1.13617  -1.0934
C 1.58978 2.14489 -3.93119  -0.8792
H 4.28543 2.94267 -3.20378  0.3825
H 5.14403 1.59881 -2.61539  0.2706
H 5.67660 3.69004 -1.28780  0.4227
H 4.95716 2.48828 -0.24038  0.2442
H 3.98069 3.77773 -0.85575  0.2140
H 2.08824 2.35437 -4.87743  0.4781
H 1.80824 3.01717 -3.31540  0.2633
H 0.51423 2.02808 -4.06811  0.1587
O -3.25288 1.18706 2.20656  -0.7373
S -3.08566 0.21631 1.16699  0.8363
O -2.01528 0.28870 0.24306  -0.2673
O -2.93806 -1.18689 1.91770  -0.2032
C -3.75464 -1.49313 3.07769  -0.3685
C -4.49361 -2.79530 2.83895  -1.1104
C -4.62376 -0.07135 0.29513  -1.1484
H -4.31944 -0.61306 3.36927  0.4615
H -2.96872 -1.74701 3.79380  0.2548
H -3.86766 -3.51749 2.31809  0.2558
H -5.41422 -2.57067 2.29808  0.3108
H -4.74737 -3.30034 3.77193  0.3951
H -4.66495 0.68462 -0.48543  0.4262
H -5.40183 0.07226 1.04045  0.3999
H -4.55182 -1.08651 -0.08109  0.3285
O 0.70999 -0.96889 0.06293  0.1160
S 1.27675 -2.21344 0.43216  1.1227
O 2.63315 -2.52618 0.13412  -0.7646
O 1.13357 -2.25525 2.03683  -0.1714
C 1.77115 -3.33143 2.71760  -0.4434
C 0.83504 -4.03474 3.68648  -1.1224
C 0.11916 -3.47865 -0.02443  -0.9495
H 2.72880 -3.02078 3.13550  0.4015
H 2.07783 -4.12770 2.02642  0.3162
H 1.33033 -4.88126 4.15144  0.3801
H -0.11360 -4.30261 3.21998  0.2356
H 0.51887 -3.29182 4.42668  0.3078
H -0.38266 -3.19456 -0.95473  0.3031
H -0.59120 -3.53840 0.79515  0.2236
H 0.59301 -4.44452 -0.18665  0.3916
O 1.23094 4.19815 -1.01054  -0.6924
S 0.64339 3.21817 -0.17122  1.2307
O 0.47095 1.88416 -0.66278  -0.0154
O 1.47966 3.14102 1.18426  -0.4612
C 1.30090 1.97647 1.99722  0.2345
C 2.53105 1.09944 1.91458  -0.9303
C -0.93304 3.76901 0.47185  -0.8994
H 0.43421 1.34466 1.76950  -0.2724
H 1.03469 2.29682 3.00746  0.4921
H 3.45271 1.62826 2.15568  0.3754
H 2.62165 0.59253 0.95686  0.0209
H 2.38771 0.33754 2.68771  0.3066
H -0.75496 4.70480 0.99156  0.4110
H -1.25657 2.93902 1.09789  0.0997
H -1.63626 3.88953 -0.34895  0.3573

Cartesian forces, eV/Å:
Cu -1.520 -0.507 -1.926
O 0.288 2.057 1.131
C 1.774 -1.664 -1.359
C -1.687 0.723 1.130
O 1.116 -1.005 1.183
H -0.411 0.368 0.314
H 0.078 0.346 -0.249
H -0.060 0.061 0.014
H 0.370 -0.422 -0.112
O -0.137 -0.464 -0.097
S 0.122 1.579 -0.275
O 0.697 -0.840 0.007
O -0.540 -0.243 0.043
C 2.130 -0.001 -0.146
C -0.726 0.503 0.892
C 0.472 0.802 -0.500
H -0.952 -0.040 0.028
H -0.241 -0.306 0.108
H 0.035 -0.162 -0.427
H 0.022 -0.307 -0.219
H 0.045 0.057 -0.065
H -0.020 -0.378 -0.084
H -0.358 -0.056 0.208
H -0.003 -0.424 0.354
O 0.025 0.638 -0.374
S -1.251 -1.460 1.066
O 0.467 0.341 0.085
O 0.173 0.314 -0.993
C 1.592 -1.042 0.308
C -0.670 0.427 -0.073
C 0.871 0.599 0.469
H -0.176 -0.180 0.149
H -0.318 0.592 0.488
H 0.009 0.254 -0.341
H 0.005 -0.509 -0.181
H -0.146 0.365 0.160
H -0.191 -0.143 -0.133
H -0.178 -0.114 -0.147
H -0.124 0.070 -0.244
O -0.438 1.189 -0.075
S -0.079 -1.377 0.953
O 0.006 -0.030 -0.429
O -0.214 0.463 -0.250
C 0.552 -1.947 -0.514
C -0.440 1.721 0.341
C 0.065 -0.299 -0.399
H -0.299 0.410 0.361
H -0.059 0.392 -0.416
H -0.088 -0.040 0.046
H 0.268 -0.416 -0.320
H 0.215 -0.307 0.389
H -0.037 0.384 0.062
H -0.140 0.072 -0.106
H 0.277 0.101 0.213
O 0.408 0.324 0.029
S -1.073 -0.101 0.753
O 0.001 -0.267 -0.072
O -0.438 0.413 -0.917
C -0.049 -1.117 0.686
C -0.147 -0.198 0.796
C 0.608 -0.392 -0.469
H -0.006 0.383 -0.840
H 0.654 0.413 0.021
H -0.061 0.156 -0.094
H -0.053 0.180 -0.114
H 0.167 -0.145 -0.126
H -0.134 -0.050 0.164
H -0.174 0.257 0.262
H 0.125 -0.003 -0.123

Summary:
Spin multiplicity: 2
HOMO (spin up / spin down): -7.0664 / -6.9484 eV
Expectation value of S²: 0.754
Lowest unoccupied orbital energy (spin up / spin down): 0.25 / 0.20 eV
HOMO-LUMO gap (spin up / spin down): 0.269 / 0.263 Ha

ΔE to the lowest compared entry with this formula, charge and spin: 2.124; 1.424; 0.365; 0.000 (eV)